Model a:
Formula: C2H4N4S
Source: OMol25
Level of theory: the ωB97M-V functional and the def2-TZVPD basis

For the molar mass, the calculation gives 116.15 g/mol. The calculation puts the HOMO energy at -8.55 eV. Its spin multiplicity is 1. The calculation puts the LUMO energy at -1.876 eV.

Positions of all 11 atoms, in Å:
N (-1.09751, 0.97485, -0.11095)
N (-1.24832, -0.03573, 0.67322)
C (-0.74161, -1.20575, 0.82966)
N (0.41650, -1.98443, 0.46748)
N (1.32551, -1.54572, -0.24551)
C (2.02712, -0.48010, -0.31234)
S (1.83093, 0.83317, 0.74470)
H (-0.25194, 1.32876, -0.54665)
H (-1.83654, 1.65429, 0.10642)
H (-1.37098, -1.78619, 1.52033)
H (2.75701, -0.45082, -1.00878)

For each atom in turn, the Mulliken charge in e is:
1. N -0.162
2. N -0.248
3. C 0.089
4. N -0.313
5. N -0.024
6. C -0.213
7. S -0.333
8. H 0.192
9. H 0.263
10. H 0.321
11. H 0.428


Model b:
Formula: C2H4N4S
Source: OMol25
Level of theory: the ωB97M-V functional and the def2-TZVPD basis

For the molar mass, the calculation gives 116.15 g/mol. The calculation puts the HOMO energy at -8.94 eV. Its spin multiplicity is 1. The calculation puts the LUMO energy at 0.241 eV.

Positions of all 11 atoms, in Å:
H (1.78165, -1.88764, 1.06272)
N (1.01019, -2.40649, 0.55335)
C (0.50563, -1.33515, 0.02171)
N (-0.50614, -1.26870, -0.95426)
C (-0.83485, -0.02358, -1.05043)
N (-0.29304, 0.82135, -0.09031)
S (-0.02949, 2.49679, -0.39611)
N (0.77431, 0.07562, 0.52922)
H (-1.65280, 0.47710, -1.49861)
H (-1.23365, 2.87506, 0.25192)
H (0.47819, 0.17563, 1.57081)

For each atom in turn, the Mulliken charge in e is:
1. H 0.286
2. N -0.614
3. C 0.467
4. N -0.514
5. C 0.061
6. N 0.020
7. S -0.130
8. N -0.436
9. H 0.390
10. H 0.172
11. H 0.298


Ordering by calculated energy gives the sequence model b, model a, with the first entry being the most stable.


Model a:
Formula: C6H7Cl
Source: OMol25
Level of theory: the ωB97M-V functional and the def2-TZVPD basis

For the molar mass, the calculation gives 114.57 g/mol. The calculation puts the HOMO energy (alpha / beta) at -8.94 / -7.68 eV. Its spin multiplicity is 1. The calculation puts the LUMO energy (alpha / beta) at -0.141 / 0.151 eV.

Positions of all 14 atoms, in Å:
C (0.43481, 1.36825, -1.00470)
C (-0.51631, 0.45188, -1.54985)
C (-0.23002, 1.21560, 0.35153)
C (0.06828, 1.59429, 1.55436)
C (-1.14616, 0.24099, -0.35956)
C (0.67712, -2.41807, 0.22562)
Cl (-2.38387, -0.72174, 0.29800)
H (1.43676, 1.60168, -1.28911)
H (-0.71454, -0.01242, -2.57937)
H (-0.61136, 1.20011, 2.40971)
H (0.95693, 2.24276, 1.61981)
H (0.44288, -2.20285, 1.18782)
H (1.55475, -2.13284, -0.23588)
H (0.03075, -2.42765, -0.62837)

For each atom in turn, the Mulliken charge in e is:
1. C -0.853
2. C -0.016
3. C 0.555
4. C -0.559
5. C -0.125
6. C -0.973
7. Cl -0.172
8. H 0.362
9. H 0.341
10. H 0.206
11. H 0.263
12. H 0.354
13. H 0.335
14. H 0.284


Model b:
Formula: C6H7Cl
Source: OMol25
Level of theory: the ωB97M-V functional and the def2-TZVPD basis

For the molar mass, the calculation gives 114.57 g/mol. The calculation puts the HOMO energy at -8.74 eV. Its spin multiplicity is 1. The calculation puts the LUMO energy at 0.295 eV.

Positions of all 14 atoms, in Å:
C (0.23700, -0.19588, 1.61936)
C (0.62470, -0.47867, 0.05211)
Cl (2.03032, -1.57033, -0.11391)
C (0.85989, 0.76771, -0.53486)
C (-0.16228, 1.13234, -1.32708)
C (-1.23114, 0.05461, -1.28437)
C (-0.62343, -0.86373, -0.42607)
H (0.12146, -1.12877, 1.95651)
H (0.79138, 0.44084, 2.48398)
H (-0.84889, 0.35308, 1.50082)
H (1.78833, 1.29368, -0.05897)
H (-0.28199, 2.19474, -1.67158)
H (-2.09196, -0.13543, -2.06408)
H (-1.21339, -1.86417, -0.13186)

For each atom in turn, the Mulliken charge in e is:
1. C -1.151
2. C 1.262
3. Cl -0.199
4. C -0.502
5. C -0.453
6. C -0.362
7. C -0.679
8. H 0.390
9. H 0.263
10. H 0.310
11. H 0.262
12. H 0.324
13. H 0.326
14. H 0.211


Model c:
Formula: C6H7Cl
Source: OMol25
Level of theory: the ωB97M-V functional and the def2-TZVPD basis

For the molar mass, the calculation gives 114.57 g/mol. The calculation puts the HOMO energy at -8.73 eV. Its spin multiplicity is 1. The calculation puts the LUMO energy at 0.548 eV.

Positions of all 14 atoms, in Å:
C (-2.69944, -0.33540, 0.07819)
C (-1.63314, -1.11599, -0.12110)
C (-0.21989, -0.64432, 0.07450)
C (0.19918, 0.55515, -0.28699)
C (1.53304, 1.13435, -0.00537)
C (2.72322, 0.53052, 0.07954)
Cl (3.05015, -1.22115, -0.06711)
H (-2.60629, 0.69831, 0.42821)
H (-3.69773, -0.71259, -0.12038)
H (-1.77861, -2.18492, -0.28814)
H (0.39122, -1.27843, 0.69528)
H (-0.51918, 1.26304, -0.70604)
H (1.60181, 2.21441, 0.09701)
H (3.65567, 1.09702, 0.14241)

For each atom in turn, the Mulliken charge in e is:
1. C -0.725
2. C -0.290
3. C -0.193
4. C -0.131
5. C -0.356
6. C -0.299
7. Cl -0.188
8. H 0.280
9. H 0.254
10. H 0.313
11. H 0.361
12. H 0.356
13. H 0.285
14. H 0.334


Ordering by calculated energy gives the sequence model c, model b, model a, with the first entry being the most stable.


Model a:
Formula: C2HO2S2
Source: OMol25
Level of theory: the ωB97M-V functional and the def2-TZVPD basis

For the molar mass, the calculation gives 121.16 g/mol. The calculation puts the HOMO energy at -4.22 eV. Its spin multiplicity is 1. The calculation puts the LUMO energy at 3.378 eV. As for the total charge: -1.

Positions of all 7 atoms, in Å:
O (-3.81428, 0.15997, -0.64673)
C (-2.99826, -0.55815, -0.11858)
O (-2.88880, -1.66186, 0.34650)
C (-1.69214, 0.30492, 0.07634)
S (-1.54092, 1.80317, 0.45247)
S (0.07330, -1.03352, 0.12712)
H (-0.91257, -1.46342, 1.09984)

For each atom in turn, the Mulliken charge in e is:
1. O -0.616
2. C 0.771
3. O -0.641
4. C -0.021
5. S -0.286
6. S -0.377
7. H 0.170


Model b:
Formula: C2HO2S2
Source: OMol25
Level of theory: the ωB97M-V functional and the def2-TZVPD basis

For the molar mass, the calculation gives 121.16 g/mol. The calculation puts the HOMO energy at -4.36 eV. Its spin multiplicity is 1. The calculation puts the LUMO energy at 3.262 eV. As for the total charge: -1.

Positions of all 7 atoms, in Å:
O (-1.35178, -1.60946, 1.08468)
C (-0.68102, -1.60451, 0.04423)
O (-0.81903, -2.33723, -0.98171)
C (0.49206, -0.50585, 0.05203)
S (1.95676, -0.90031, 0.95920)
S (1.90047, -0.40072, -1.05330)
H (0.16630, 0.58756, 0.18608)

For each atom in turn, the Mulliken charge in e is:
1. O -0.666
2. C 0.545
3. O -0.700
4. C -0.042
5. S -0.222
6. S -0.216
7. H 0.300


Ordering by calculated energy gives the sequence model b, model a, with the first entry being the most stable.


Model a:
Formula: C2H4FNO2
Source: OMol25
Level of theory: the ωB97M-V functional and the def2-TZVPD basis

For the molar mass, the calculation gives 93.06 g/mol. The calculation puts the HOMO energy (alpha / beta) at -8.58 / -9.33 eV. Its spin multiplicity is 1. The calculation puts the LUMO energy (alpha / beta) at -0.131 / 0.078 eV.

Positions of all 10 atoms, in Å:
C (2.30891, -1.09656, 0.21542)
C (-2.33099, 0.28279, 0.09918)
N (-0.24624, 1.25672, 0.00675)
O (2.62039, -1.90409, 1.01251)
O (-1.49692, 1.12701, -0.41775)
F (2.17327, -1.38862, -1.11557)
H (2.13042, 0.01087, 0.32140)
H (-3.33107, 0.07681, -0.31512)
H (-2.04656, -0.33710, 0.90005)
H (0.21879, 1.97216, -0.70689)

For each atom in turn, the Mulliken charge in e is:
1. C 0.361
2. C -0.271
3. N -0.479
4. O -0.387
5. O -0.057
6. F -0.210
7. H 0.227
8. H 0.279
9. H 0.311
10. H 0.225


Model b:
Formula: C2H4FNO2
Source: OMol25
Level of theory: the ωB97M-V functional and the def2-TZVPD basis

For the molar mass, the calculation gives 93.06 g/mol. The calculation puts the HOMO energy at -8.25 eV. Its spin multiplicity is 1. The calculation puts the LUMO energy at 0.244 eV.

Positions of all 10 atoms, in Å:
C (1.25914, -0.76225, -1.26141)
C (0.42005, 0.15407, 0.71013)
N (-1.11633, 0.24248, 0.32981)
O (2.38030, -1.04437, -1.02343)
O (0.23583, -0.73587, -1.86199)
F (0.60831, 1.60333, 0.62645)
H (0.43862, -0.23205, 1.75993)
H (-1.16834, 0.99098, -0.39776)
H (-1.32734, -0.70040, 0.01336)
H (-1.73024, 0.48408, 1.10490)

For each atom in turn, the Mulliken charge in e is:
1. C 0.881
2. C -0.424
3. N -0.378
4. O -0.429
5. O -0.512
6. F -0.337
7. H 0.189
8. H 0.345
9. H 0.354
10. H 0.311


Ordering by calculated energy gives the sequence model b, model a, with the first entry being the most stable.